DFT (ωB97M-V/def2-TZVPD) results for C20H39IrN4O5 as an isolated structure.

## Properties
**ΔE to the lowest compared entry with this formula, charge and spin**: 60.1 kcal/mol
**Net charge**: +1
**2S+1**: 2
**Strongest force on any atom**: 0.0110 hartree/bohr

Structure (XYZ):
```
69
C20H39IrN4O5 ωB97M-V/def2-TZVPD
Ir -0.245 -0.047 -0.392
C -1.778 3.796 -0.778
C -0.798 3.138 0.188
C -1.465 2.817 1.562
C -2.840 2.104 1.786
C -4.064 2.774 1.179
C -3.024 1.928 3.292
N -2.646 0.752 1.188
C -3.423 -0.530 1.295
C -2.007 -2.443 -0.010
N -0.537 -2.147 -0.149
C 0.078 -2.377 1.200
C -0.401 -1.308 2.171
O -0.874 -1.555 3.253
O -0.259 -0.085 1.691
C 0.082 -3.005 -1.253
C 1.150 -3.977 -0.752
C 0.732 -2.190 -2.388
C -0.049 -1.176 -3.235
C 0.742 -0.932 -4.522
C -1.441 -1.659 -3.623
N -0.230 0.116 -2.464
C 0.775 1.176 -2.713
C 0.379 2.390 -1.888
N 0.121 2.069 -0.444
C 1.430 2.116 0.284
C 2.392 1.026 -0.266
O 3.421 1.415 -0.785
O 1.965 -0.190 -0.189
H -2.429 4.455 -0.208
H -2.414 3.080 -1.305
H -1.275 4.413 -1.518
H -0.082 3.918 0.467
H -1.612 3.806 2.005
H -0.732 2.321 2.200
H -4.132 3.808 1.515
H -4.970 2.265 1.513
H -4.055 2.769 0.091
H -3.035 2.903 3.777
H -2.213 1.337 3.722
H -3.973 1.439 3.514
H -2.455 0.850 0.180
H -1.687 0.446 1.554
H -4.405 -0.456 0.825
H -3.501 -0.807 2.348
H -2.456 -2.598 -0.987
H -2.136 -3.344 0.599
H 1.155 -2.248 1.110
H -0.163 -3.367 1.580
H -0.733 -3.615 -1.654
H 2.031 -3.450 -0.389
H 1.463 -4.592 -1.595
H 0.786 -4.652 0.020
H 1.089 -2.946 -3.091
H 1.624 -1.701 -1.983
H 0.767 -1.852 -5.104
H 1.773 -0.640 -4.321
H 0.272 -0.166 -5.141
H -1.369 -2.547 -4.251
H -1.964 -0.896 -4.205
H -2.059 -1.903 -2.764
H -1.128 0.489 -2.763
H 0.792 1.477 -3.762
H 1.757 0.790 -2.456
H -0.526 2.793 -2.330
H 1.159 3.152 -1.964
H 1.233 1.934 1.339
H 1.968 3.053 0.129
O -2.523 -1.314 0.602
```